No. 1
C53H105Li4O20P | wB97M-V/def2-TZVPD

Atoms and positions in Å:
Li1 0.412 2.207 2.685
Li2 0.392 -0.554 3.675
Li3 -2.314 0.462 2.351
Li4 -0.124 1.210 6.455
P1 -1.219 1.250 4.340
O1 -1.851 1.523 5.731
O2 -1.542 2.058 3.074
O3 -1.512 -0.214 3.987
O4 0.276 1.166 4.603
O5 0.684 -0.860 -0.094
C1 0.103 -0.063 0.798
O6 -1.119 0.118 0.726
O7 0.726 0.335 1.785
H1 -0.146 -1.069 -0.529
C2 -3.329 -3.111 -2.593
C3 -3.355 -1.597 -2.837
C4 -1.920 -1.148 -2.610
O8 -1.309 -2.305 -1.952
C5 -2.296 -3.261 -1.494
H2 -3.192 -3.694 -3.503
H3 -4.320 -3.414 -2.256
H4 -3.983 -1.094 -2.102
H5 -3.701 -1.363 -3.844
H6 -1.954 -0.296 -1.931
H7 -1.324 -0.947 -3.500
H8 -2.651 -2.875 -0.538
H9 -1.932 -4.265 -1.276
C6 3.975 2.049 -1.558
C7 3.522 1.103 -0.469
C8 4.883 0.626 0.050
O9 5.538 0.328 -1.161
C9 5.187 1.321 -2.139
H10 4.231 3.021 -1.136
H11 3.176 2.248 -2.272
H12 2.874 0.271 -0.746
H13 3.023 1.708 0.288
H14 4.932 -0.280 0.654
H15 5.502 1.333 0.602
H16 4.999 0.826 -3.092
H17 6.061 1.950 -2.308
C10 4.081 3.258 3.662
C11 3.785 4.723 3.540
C12 2.361 4.720 2.924
O10 1.829 3.429 3.279
C13 2.758 2.642 4.123
H18 4.846 3.065 4.415
H19 4.459 2.780 2.758
H20 4.411 5.286 2.847
H21 3.811 5.198 4.521
H22 2.427 4.816 1.840
H23 1.870 5.566 3.404
H24 2.609 1.572 3.980
H25 2.499 2.853 5.161
C14 -0.535 -4.221 1.648
C15 -1.239 -4.564 2.944
C16 -0.972 -3.329 3.816
O11 0.201 -2.711 3.273
C17 0.699 -3.464 2.131
H26 -1.126 -3.483 1.105
H27 -0.290 -5.041 0.972
H28 -0.806 -5.418 3.465
H29 -2.288 -4.749 2.709
H30 -0.818 -3.632 4.852
H31 -1.845 -2.679 3.761
H32 1.510 -4.136 2.415
H33 1.125 -2.827 1.357
C18 -5.706 5.639 3.145
C19 -4.633 5.145 2.208
C20 -4.392 3.726 2.624
O12 -5.745 3.327 2.956
C21 -6.424 4.381 3.618
H34 -6.428 6.286 2.648
H35 -5.336 6.268 3.955
H36 -3.664 5.619 2.362
H37 -4.937 5.202 1.163
H38 -3.683 3.568 3.437
H39 -3.987 3.205 1.756
H40 -6.242 4.261 4.686
H41 -7.467 4.396 3.302
C22 1.003 5.170 -4.516
C23 1.513 3.787 -4.718
C24 0.277 2.929 -4.488
O13 -0.603 3.742 -3.746
C25 -0.507 5.076 -4.197
H42 1.101 5.821 -5.385
H43 1.613 5.605 -3.724
H44 2.303 3.580 -3.996
H45 1.948 3.623 -5.703
H46 0.450 2.012 -3.925
H47 -0.199 2.626 -5.421
H48 -0.790 5.822 -3.455
H49 -1.201 5.200 -5.028
C26 -5.661 -2.111 2.049
C27 -5.392 -1.779 0.615
C28 -4.601 -0.495 0.765
O14 -4.192 -0.429 2.099
C29 -4.407 -1.679 2.734
H50 -5.884 -3.159 2.249
H51 -6.542 -1.581 2.411
H52 -6.282 -1.675 -0.007
H53 -4.776 -2.558 0.165
H54 -5.247 0.357 0.551
H55 -3.716 -0.499 0.129
H56 -4.549 -1.513 3.802
H57 -3.597 -2.380 2.535
C30 -5.094 3.479 -1.469
C31 -3.611 3.499 -1.423
C32 -3.212 2.105 -1.116
O15 -4.129 1.389 -1.838
C33 -5.300 2.105 -2.132
H58 -5.639 4.277 -1.974
H59 -5.584 3.391 -0.499
H60 -3.112 4.245 -0.805
H61 -3.287 3.715 -2.441
H62 -3.276 1.791 -0.075
H63 -2.167 1.912 -1.359
H64 -6.190 1.574 -1.795
H65 -5.438 2.190 -3.210
C34 0.775 -5.803 -2.506
C35 -0.292 -6.711 -3.116
C36 0.511 -7.985 -3.283
O16 1.321 -8.023 -2.102
C37 1.798 -6.722 -1.843
H66 0.283 -5.201 -1.741
H67 1.209 -5.065 -3.181
H68 -0.582 -6.266 -4.068
H69 -1.137 -6.919 -2.460
H70 1.129 -7.956 -4.180
H71 -0.069 -8.907 -3.330
H72 2.800 -6.576 -2.246
H73 1.909 -6.520 -0.777
C38 1.712 -1.835 -5.978
C39 1.518 -2.376 -4.539
C40 1.777 -1.153 -3.588
O17 2.277 -0.176 -4.514
C41 1.676 -0.339 -5.772
H74 0.890 -2.207 -6.590
H75 2.693 -2.101 -6.372
H76 2.237 -3.176 -4.362
H77 0.546 -2.847 -4.391
H78 2.540 -1.376 -2.843
H79 0.842 -0.798 -3.153
H80 2.218 0.312 -6.458
H81 0.679 0.098 -5.722
C42 4.151 -3.602 -1.924
C43 5.463 -4.125 -1.361
C44 4.999 -4.840 -0.074
O18 3.705 -4.275 0.213
C45 3.375 -3.235 -0.696
H82 3.616 -4.393 -2.450
H83 4.249 -2.728 -2.568
H84 6.159 -3.362 -1.011
H85 5.980 -4.827 -2.016
H86 5.677 -4.786 0.778
H87 4.918 -5.908 -0.276
H88 3.796 -2.311 -0.299
H89 2.315 -3.109 -0.915
C46 0.023 4.748 -0.971
C47 -0.339 5.496 0.239
C48 -0.631 4.372 1.224
O19 0.188 3.288 0.851
C49 0.782 3.528 -0.425
H90 0.666 5.320 -1.639
H91 -0.860 4.412 -1.516
H92 -1.121 6.217 0.001
H93 0.466 6.068 0.701
H94 -1.668 4.095 1.034
H95 -0.541 4.801 2.222
H96 0.690 2.643 -1.056
H97 1.837 3.764 -0.290
C50 3.169 -3.000 4.779
C51 4.021 -2.615 3.609
C52 3.457 -1.238 3.229
O20 2.326 -0.997 4.117
C53 2.582 -1.650 5.317
H98 3.757 -3.581 5.490
H99 2.317 -3.609 4.476
H100 3.800 -3.279 2.773
H101 5.088 -2.665 3.825
H102 3.051 -1.245 2.217
H103 4.129 -0.386 3.326
H104 1.727 -1.843 5.965
H105 3.273 -1.065 5.925

Here are the Löwdin charges for atoms 1 to 99, given in e: number 1, Li, carries 0.614; number 2, Li, carries 0.612; number 3, Li, carries 0.598; number 4, Li, carries 0.745; number 5, P, carries -0.145; number 6, O, carries -0.460; number 7, O, carries -0.436; number 8, O, carries -0.466; number 9, O, carries -0.525; number 10, O, carries 0.106; number 11, C, carries -0.834; number 12, O, carries -0.030; number 13, O, carries -0.075; number 14, H, carries 0.073; number 15, C, carries -0.158; number 16, C, carries -0.150; number 17, C, carries -0.152; number 18, O, carries -0.182; number 19, C, carries -0.174; number 20, H, carries 0.111; number 21, H, carries 0.104; number 22, H, carries 0.088; number 23, H, carries 0.117; number 24, H, carries 0.094; number 25, H, carries 0.108; number 26, H, carries 0.097; number 27, H, carries 0.109; number 28, C, carries -0.167; number 29, C, carries -0.147; number 30, C, carries -0.208; number 31, O, carries -0.156; number 32, C, carries -0.173; number 33, H, carries 0.110; number 34, H, carries 0.093; number 35, H, carries 0.103; number 36, H, carries 0.099; number 37, H, carries 0.103; number 38, H, carries 0.114; number 39, H, carries 0.112; number 40, H, carries 0.111; number 41, C, carries -0.169; number 42, C, carries -0.158; number 43, C, carries -0.168; number 44, O, carries -0.230; number 45, C, carries -0.135; number 46, H, carries 0.113; number 47, H, carries 0.108; number 48, H, carries 0.114; number 49, H, carries 0.114; number 50, H, carries 0.112; number 51, H, carries 0.122; number 52, H, carries 0.094; number 53, H, carries 0.118; number 54, C, carries -0.148; number 55, C, carries -0.150; number 56, C, carries -0.177; number 57, O, carries -0.184; number 58, C, carries -0.157; number 59, H, carries 0.100; number 60, H, carries 0.115; number 61, H, carries 0.112; number 62, H, carries 0.108; number 63, H, carries 0.122; number 64, H, carries 0.086; number 65, H, carries 0.112; number 66, H, carries 0.104; number 67, C, carries -0.173; number 68, C, carries -0.183; number 69, C, carries -0.182; number 70, O, carries -0.145; number 71, C, carries -0.198; number 72, H, carries 0.102; number 73, H, carries 0.107; number 74, H, carries 0.110; number 75, H, carries 0.104; number 76, H, carries 0.118; number 77, H, carries 0.099; number 78, H, carries 0.117; number 79, H, carries 0.118; number 80, C, carries -0.169; number 81, C, carries -0.160; number 82, C, carries -0.193; number 83, O, carries -0.173; number 84, C, carries -0.189; number 85, H, carries 0.110; number 86, H, carries 0.101; number 87, H, carries 0.097; number 88, H, carries 0.114; number 89, H, carries 0.111; number 90, H, carries 0.116; number 91, H, carries 0.111; number 92, H, carries 0.119; number 93, C, carries -0.176; number 94, C, carries -0.154; number 95, C, carries -0.210; number 96, O, carries -0.166; number 97, C, carries -0.178; number 98, H, carries 0.118; number 99, H, carries 0.125

---

No. 2
C22H40BMgN8SbSe4 | wB97M-V/def2-TZVPD

Output
energy relative to the best compared isomer or geometry (same formula, charge and spin) = 10.2 kJ/mol

Atoms and positions in Å:
Mg1 -0.702 -0.333 -0.373
C1 -1.635 -0.204 -3.797
C2 -0.748 -1.375 -4.209
C3 0.517 -0.907 -4.928
C4 -0.428 -2.301 -3.070
C5 -0.018 -3.647 -3.161
C6 0.086 -4.078 -1.857
N1 -0.232 -3.050 -1.048
N2 -0.547 -1.960 -1.793
B1 -0.570 -3.030 0.439
N3 -2.012 -2.560 0.659
C7 -3.075 -3.212 1.148
C8 -4.159 -2.352 1.145
C9 -3.659 -1.148 0.623
N4 -2.371 -1.295 0.338
C10 -4.346 0.168 0.397
C11 -4.944 0.688 1.708
C12 -3.408 1.198 -0.223
N5 0.354 -1.915 1.117
C13 1.686 -2.077 1.330
C14 2.021 -1.465 2.508
C15 0.795 -0.937 2.996
N6 -0.195 -1.211 2.165
C16 0.540 -0.170 4.260
C17 1.444 -0.654 5.392
C18 0.687 1.340 4.059
H1 -2.023 0.301 -4.684
H2 -1.084 0.571 -3.254
H3 -2.480 -0.537 -3.186
H4 -1.331 -1.982 -4.909
H5 1.150 -0.314 -4.267
H6 0.265 -0.273 -5.781
H7 1.107 -1.757 -5.283
H8 0.157 -4.213 -4.062
H9 0.341 -5.043 -1.439
H10 -0.393 -4.108 0.928
H11 -2.992 -4.243 1.463
H12 -5.166 -2.564 1.469
H13 -5.164 -0.008 -0.307
H14 -4.153 0.868 2.443
H15 -5.644 -0.030 2.139
H16 -5.479 1.627 1.541
H17 -2.586 1.437 0.465
H18 -3.935 2.134 -0.410
H19 -3.003 0.867 -1.185
H20 2.279 -2.673 0.648
H21 2.995 -1.433 2.973
H22 -0.498 -0.375 4.525
H23 2.490 -0.397 5.196
H24 1.381 -1.738 5.517
H25 1.162 -0.182 6.335
H26 1.704 1.599 3.739
H27 0.503 1.871 4.995
H28 -0.028 1.720 3.319
Se1 2.067 5.326 -3.463
Sb1 1.677 3.417 -4.804
Se2 3.440 1.897 -5.171
Se3 -0.498 2.981 -5.599
Se4 0.736 1.337 -1.810
C19 2.193 3.702 0.228
C20 2.835 2.330 0.137
C21 3.798 2.205 -1.040
C22 3.545 1.953 1.433
N7 1.747 1.278 -0.119
N8 0.693 1.157 0.871
H29 2.981 4.456 0.210
H30 1.632 3.834 1.160
H31 1.558 3.901 -0.637
H32 4.698 2.784 -0.822
H33 3.376 2.597 -1.966
H34 4.099 1.163 -1.200
H35 4.344 2.675 1.609
H36 4.005 0.961 1.364
H37 2.895 1.989 2.312
H38 2.221 0.381 -0.118
H39 0.221 2.054 0.881
H40 1.083 0.986 1.796

Quick look at the Löwdin charges, all values in e: number 1, Mg, carries 0.553; number 2, C, carries -0.103; number 3, C, carries -0.354; number 4, C, carries -0.072; number 5, C, carries -0.249; number 6, C, carries 0.008; number 7, C, carries -0.052; number 8, N, carries -0.041; number 9, N, carries 0.048; number 10, B, carries -0.518; number 11, N, carries -0.026; number 12, C, carries -0.039; number 13, C, carries 0.009; number 14, C, carries -0.250; number 15, N, carries 0.029; number 16, C, carries -0.352; number 17, C, carries -0.058; number 18, C, carries -0.064; number 19, N, carries -0.084; number 20, C, carries -0.072; number 21, C, carries -0.005; number 22, C, carries -0.307; number 23, N, carries 0.116; number 24, C, carries -0.359; number 25, C, carries -0.065; number 26, C, carries -0.063; number 27, H, carries 0.067; number 28, H, carries -0.036; number 29, H, carries 0.078; number 30, H, carries 0.142; number 31, H, carries 0.020; number 32, H, carries 0.068; number 33, H, carries 0.083; number 34, H, carries 0.111; number 35, H, carries 0.126; number 36, H, carries 0.124; number 37, H, carries 0.129; number 38, H, carries 0.107; number 39, H, carries 0.147; number 40, H, carries 0.087; number 41, H, carries 0.077; number 42, H, carries 0.082; number 43, H, carries 0.073; number 44, H, carries 0.096; number 45, H, carries 0.067; number 46, H, carries 0.136; number 47, H, carries 0.111; number 48, H, carries 0.140; number 49, H, carries 0.080; number 50, H, carries 0.088; number 51, H, carries 0.082; number 52, H, carries 0.060; number 53, H, carries 0.091; number 54, H, carries 0.077; number 55, Se, carries -0.167; number 56, Sb, carries -0.224; number 57, Se, carries -0.153; number 58, Se, carries -0.131; number 59, Se, carries 0.724; number 60, C, carries -0.046; number 61, C, carries -0.589; number 62, C, carries -0.049; number 63, C, carries -0.027; number 64, N, carries -0.406; number 65, N, carries 0.003; number 66, H, carries 0.104; number 67, H, carries 0.085; number 68, H, carries 0.036; number 69, H, carries 0.105; number 70, H, carries 0.016; number 71, H, carries 0.098; number 72, H, carries 0.103; number 73, H, carries 0.094; number 74, H, carries 0.052; number 75, H, carries 0.102; number 76, H, carries 0.088; number 77, H, carries 0.040

---

Listing LUMO level for the structures above in their given order: -0.10; -0.15 eV.
Listing HOMO for the structures above in their given order: -0.2791; -0.2521 hartree.